C5H8O2 in the gas phase, computed with the ωB97M-V functional and the def2-TZVPD basis.

The calculation puts the total energy at -9408.3514 eV. The value obtained for the energy above the lowest of the compared OMol25 structures with the same formula, charge and spin is 34.1 kcal per mole. As for the SMILES: O=CCC1(O)CC1.

The geometry in ORCA input format:
```
! wB97M-V def2-TZVPD RIJCOSX def2/J DEFGRID3
* xyz 0 1
O -0.03311 -0.95372 -1.50454
C -0.28207 -0.38589 -0.25154
C 0.85748 -0.55651 0.74021
C 1.87676 0.54473 0.58541
O 2.08568 1.09864 -0.47154
C -1.70557 -0.42744 0.19437
C -1.07961 0.88166 -0.22985
H 0.65640 -0.40634 -1.90852
H 0.50940 -0.61261 1.77842
H 1.36346 -1.50774 0.51668
H 2.43903 0.84508 1.49245
H -1.91972 -0.56352 1.25186
H -2.41228 -0.89233 -0.48486
H -1.35830 1.28152 -1.19996
H -0.86813 1.62419 0.53666
*
```